1.
{"formula": "C3H7NO", "method": "ωB97M-V with the def2-TZVPD basis set", "symbols": ["C", "C", "C", "N", "O", "H", "H", "H", "H", "H", "H", "H"], "coordinates": [[-0.419, -0.316, 1.760], [0.221, 0.789, -1.835], [0.470, -0.394, -0.957], [-0.679, 0.121, 2.929], [0.311, 0.436, 0.956], [-0.682, -1.385, 1.484], [-0.673, 0.663, -2.576], [0.149, 1.650, -1.186], [1.233, 1.013, -2.427], [1.440, -0.732, -0.761], [-0.140, -1.277, -0.836], [-1.229, -0.567, 3.447]], "homo_lumo_gap_ev": 8.6, "total_energy_ev": -6758.7697, "e_above_lowest_kcal_mol": 91.8, "total_charge": 0, "lumo_ev": -0.4988, "e_homo_ev": -9.103}

2.
{"formula": "C3H7NO", "method": "ωB97M-V with the def2-TZVPD basis set", "symbols": ["N", "C", "C", "C", "O", "H", "H", "H", "H", "H", "H", "H"], "coordinates": [[1.230, -1.248, 0.156], [0.118, -0.712, 0.989], [-0.738, 0.267, 0.251], [-0.063, 1.458, -0.389], [-0.754, 0.393, -1.091], [1.375, -0.904, -0.726], [1.576, -2.140, 0.284], [0.525, -0.232, 1.834], [-0.447, -1.531, 1.504], [-1.743, 0.522, 0.641], [-0.807, 2.230, -0.201], [1.046, 1.563, -0.797]], "homo_lumo_gap_ev": 10.0, "total_energy_ev": -6759.4113, "e_above_lowest_kcal_mol": 77.0, "total_charge": 0, "lumo_ev": 1.1806, "smiles": "NC[C@H]1CO1", "e_homo_ev": -8.819}